(1)
Entry from the OMol25 dataset: C8H9FSe in the gas phase (ωB97M-V/def2-TZVPD).

```
! wB97M-V def2-TZVPD RIJCOSX def2/J DEFGRID3
* xyz 0 1
Se 1.975 0.232 -0.667
F 2.476 -2.868 -0.517
C 0.693 1.766 -0.632
C 0.088 2.113 0.774
C 0.305 -3.678 -0.130
C -1.455 -2.099 0.192
C 0.716 -1.210 -0.268
C -0.624 -1.064 -0.013
C 1.195 -2.645 -0.315
C -1.013 -3.407 0.133
H -1.763 -4.237 0.371
H -0.078 1.636 -1.344
H 0.336 1.220 1.382
H -2.515 -1.829 0.354
H 0.611 2.945 1.102
H 1.153 2.695 -1.018
H -0.959 -0.107 -0.035
H 0.547 -4.642 -0.369
H -0.961 2.271 0.646
*
```

The value obtained for the total energy is -2811.4802 Eh. The SMILES is CC[Se]c1ccccc1F. The HOMO energy is -0.29631 Ha.

---

(2)
Entry from the OMol25 dataset: 2 unconnected molecules or ions with the total composition C8H9IN2O (ωB97M-V/def2-TZVPD).

```
! wB97M-V def2-TZVPD RIJCOSX def2/J DEFGRID3
* xyz 0 1
I -0.369 1.714 -2.396
O -1.574 1.194 -0.991
N -1.312 -0.549 -0.316
N -1.760 -1.420 -1.125
C 0.045 -0.376 0.041
C 0.242 0.457 1.147
C 1.113 -0.893 -0.686
C -2.651 -1.525 -1.958
C 2.375 -0.827 -0.188
C 2.628 0.013 0.915
C -0.878 1.207 1.818
C 1.574 0.588 1.532
H 3.189 -1.059 -0.817
H -0.663 1.094 2.875
H 1.931 1.393 2.204
H 3.621 0.345 1.035
H 0.944 -1.417 -1.573
H -2.996 -2.632 -2.203
H -1.869 1.055 1.548
H -0.725 2.340 1.743
H -2.867 -0.704 -2.605
*
```

The value obtained for the total energy is -792.4879 Eh. The HOMO energy (spin up / spin down) is -0.30908 / -0.30914 Ha.

---

(3)
Entry from the OMol25 dataset: C8H9IO3S in the gas phase (ωB97M-V/def2-TZVPD).

```
! wB97M-V def2-TZVPD RIJCOSX def2/J DEFGRID3
* xyz 0 1
I -3.479 0.922 3.631
S -0.391 0.738 2.287
O -1.703 -1.464 2.693
O 0.386 0.005 3.258
O -0.605 2.138 2.476
C 0.673 1.174 -1.581
C 1.274 -0.440 -3.400
C -1.953 -0.236 2.248
C 0.498 -0.878 0.277
C 0.224 0.428 0.637
C 0.922 -0.138 -1.979
C 0.839 -1.157 -1.035
C 0.309 1.459 -0.278
H -2.454 -0.225 1.287
H 1.328 -1.511 -3.569
H 0.758 1.971 -2.302
H 0.445 -1.662 1.013
H 0.090 2.465 0.046
H 0.534 -0.013 -4.075
H 2.238 0.001 -3.652
H -0.969 -1.401 3.344
H 1.035 -2.177 -1.328
*
```

The value obtained for the total energy is -1231.8155 Eh. The SMILES is Cc1ccc(S(=O)(=O)[C@@H](O)I)cc1. The HOMO energy is -0.34426 Ha.

---

(4)
Entry from the OMol25 dataset: a gas-phase ion, C8H9N2O2 (charge +1) (ωB97M-V/def2-TZVPD).

```
! wB97M-V def2-TZVPD RIJCOSX def2/J DEFGRID3
* xyz 1 1
O 1.960 -1.400 1.113
O 2.012 -1.276 -1.178
N 2.952 1.263 0.173
N 0.624 1.525 -0.093
C -0.500 -0.530 -0.030
C -3.013 0.271 0.009
C 1.741 0.787 0.005
C 1.559 -0.719 -0.038
C -1.425 -1.510 0.066
C -2.763 -1.068 -0.007
C -2.018 1.209 -0.044
C -0.665 0.815 -0.117
H 3.081 2.218 -0.189
H -2.246 2.254 0.105
H -1.286 -2.509 0.416
H 0.666 2.473 0.073
H -3.624 -1.807 -0.070
H -4.026 0.423 -0.026
H 1.763 -0.875 1.833
H 2.176 -2.241 -1.067
H 3.695 0.531 0.280
*
```

The value obtained for the total energy is -569.9202 Eh. The HOMO energy is -0.47118 Ha.

---

(5)
Entry from the OMol25 dataset: a gas-phase ion, C8H9N2O2S (charge +1) (ωB97M-V/def2-TZVPD).

```
! wB97M-V def2-TZVPD RIJCOSX def2/J DEFGRID3
* xyz 1 1
S -0.450 1.892 -0.137
O -1.503 -0.466 -1.202
O -0.029 3.047 0.581
N -2.616 0.199 0.668
N -3.385 -1.575 -0.551
C -2.463 -0.693 -0.532
C -1.654 1.098 0.979
C 1.716 0.715 -1.294
C 2.943 0.057 -1.263
C 1.191 -0.042 0.992
C 3.263 -0.708 -0.104
C 2.439 -0.789 1.015
C 0.887 0.696 -0.158
H -3.455 0.155 1.269
H -4.287 -1.648 -0.038
H -1.958 1.683 1.807
H 3.508 0.234 -2.166
H -3.287 -2.186 -1.402
H 0.642 -0.247 1.964
H 4.131 -1.354 -0.090
H 2.692 -1.393 1.801
H 1.677 1.325 -2.139
*
```

The value obtained for the total energy is -968.0865 Eh. The HOMO energy (spin up / spin down) is -0.47439 / -0.47439 Ha.

---

(6)
Entry from the OMol25 dataset: 2 unconnected molecules or ions with the total composition C8H9N2O4S (ωB97M-V/def2-TZVPD).

```
! wB97M-V def2-TZVPD RIJCOSX def2/J DEFGRID3
* xyz -1 1
S 3.234 0.839 -0.998
O 2.523 -1.376 -1.872
O 0.686 -2.596 -1.522
O 3.405 -1.350 1.661
O 1.640 -2.784 1.489
N -1.054 -1.775 0.662
N 1.499 1.430 0.897
C -1.485 -0.142 -1.066
C 0.951 -0.610 -0.267
C 2.463 -1.986 1.525
C 2.448 2.413 0.888
C 3.435 2.279 -0.065
C 1.432 -1.422 -1.307
C 1.745 0.553 -0.046
C -0.490 -0.515 0.170
H -2.117 0.830 -0.817
H -0.514 0.336 0.861
H -0.107 -2.616 -0.829
H -1.849 -1.536 1.171
H -1.018 -0.116 -2.110
H 4.490 2.790 -0.165
H -2.360 -0.720 -1.111
H 2.454 3.208 1.588
H -0.343 -2.324 1.086
*
```

The value obtained for the total energy is -1118.9660 Eh. The HOMO energy is -0.11430 Ha.

---

Calculated values (kJ/mol) of relative energy (zero: lowest compared OMol25 entry of this formula, charge and spin) for the records, taken in order: 0.0 344.5 0.0 224.1 122.9 0.0.